(1)
Formula: C37H32NO3PtS2
Source: OMol25
Level of theory: wB97M-V/def2-TZVPD

Calculated values
⟨S²⟩: 2.01
LUMO (alpha / beta): -3.01 / -4.48 eV
E: -71430.5743 eV
total charge: +1
2S+1: 3
energy relative to the best compared isomer or geometry (same formula, charge and spin): 8.9 kcal/mol
HOMO-LUMO gap (alpha / beta): 7.20 / 6.40 eV

XYZ file:
```
76
Properties=species:S:1:pos:R:3:forces:R:3:lowdin_spin:R:1
Pt 0.29400 2.12792 -1.41271 0.1 0.9 0.3 1.072
N -0.10528 5.57554 -4.01657 -0.1 0.0 0.1 0.003
C 0.14789 4.45625 -3.32976 0.1 0.1 -0.2 0.011
O -0.61032 4.07932 -2.42843 0.1 -0.2 0.2 0.100
C 1.38040 3.65841 -3.68566 -0.1 -0.1 0.2 0.055
C 1.93829 2.99943 -2.42230 0.1 0.1 0.2 0.218
H -0.93115 6.10305 -3.78466 0.0 0.0 0.0 0.000
H 0.48536 5.89795 -4.76087 0.1 0.0 0.0 0.001
H 2.13024 4.28881 -4.17085 0.0 0.0 0.0 0.012
H 1.07647 2.89733 -4.41102 0.0 0.1 -0.1 0.003
H 2.33719 3.76467 -1.75452 0.1 -0.1 0.0 0.017
H 2.72239 2.28458 -2.66023 0.0 -0.1 0.1 0.015
C 2.04612 3.81313 6.12272 0.0 0.0 0.0 0.001
C 1.45295 3.44089 4.79480 -0.1 0.1 0.0 0.006
C 0.36875 4.14770 4.27781 0.1 -0.1 0.0 0.000
C -0.19703 3.80014 3.06171 -0.2 0.0 -0.1 0.008
C 0.32622 2.72500 2.36663 0.3 0.0 -0.4 0.019
C 1.42159 2.01851 2.83930 0.0 0.0 -0.1 0.007
C 1.97458 2.37958 4.05434 0.0 0.0 -0.1 -0.001
S -0.50146 2.25200 0.84273 -0.1 -0.2 0.3 0.117
O -1.66963 3.11482 0.72620 -0.3 0.2 0.1 0.067
C -1.02014 0.59549 1.33193 0.2 0.1 -0.3 0.023
C -2.01000 0.53893 2.32743 -0.1 0.0 0.1 0.005
C -2.49586 -0.67224 2.71498 0.0 0.1 0.0 0.001
C -2.02847 -1.86477 2.11203 0.1 0.0 -0.2 0.000
C -2.54223 -3.12895 2.48465 0.0 0.0 0.0 0.000
C -2.09766 -4.27038 1.88080 -0.1 0.0 0.1 0.000
C -1.12249 -4.20265 0.86670 0.1 0.1 -0.1 0.000
C -0.60672 -2.99780 0.48219 0.0 -0.1 0.0 0.002
C -1.03629 -1.79770 1.09941 -0.1 0.0 0.1 0.003
C -0.52952 -0.51973 0.70957 -0.1 0.1 0.1 0.010
C 0.54167 -0.47595 -0.32447 0.0 0.2 -0.3 0.089
C 1.86066 -0.87858 0.05305 0.2 0.0 -0.1 0.002
C 2.18913 -1.16329 1.39940 0.0 -0.1 0.1 0.014
C 3.45940 -1.53824 1.74450 -0.1 0.0 0.0 -0.004
C 4.46147 -1.64914 0.76463 0.0 0.0 -0.1 0.017
C 4.16863 -1.39657 -0.54853 0.1 0.0 0.0 -0.004
C 2.86953 -1.01326 -0.93611 -0.1 0.0 0.2 0.013
C 2.54739 -0.78073 -2.29935 -0.1 0.0 -0.1 -0.001
C 1.30950 -0.35735 -2.65046 0.0 0.0 -0.1 0.027
C 0.29834 -0.14823 -1.66124 -0.3 -0.5 -0.1 0.017
S -1.37158 0.21624 -2.36922 0.4 -1.2 -0.5 0.012
O -2.18086 0.84035 -1.30215 -0.2 0.3 0.3 0.031
C -1.93922 -1.48190 -2.56678 -0.1 0.2 -0.1 0.002
C -1.43179 -2.23274 -3.61766 0.1 0.0 0.0 0.001
C -1.91987 -3.50978 -3.83363 0.0 0.0 0.0 0.000
C -2.93074 -4.03481 -3.02834 0.0 0.0 0.0 0.000
C -3.48513 -5.40630 -3.29372 0.0 0.0 0.0 0.000
C -3.42986 -3.25268 -1.98970 0.0 0.0 0.0 0.000
C -2.94581 -1.97518 -1.75715 0.0 0.1 0.1 0.000
H 1.83582 4.85276 6.36716 0.0 0.0 0.0 0.000
H 3.12448 3.65950 6.12875 0.0 0.0 0.0 0.000
H 1.62277 3.19429 6.91694 0.0 0.0 0.0 0.000
H -0.03628 4.98562 4.83088 0.0 0.0 0.0 0.000
H -1.03816 4.34359 2.65143 0.0 0.0 0.0 0.001
H 1.83942 1.19930 2.26420 0.0 0.0 0.1 0.001
H 2.82900 1.83106 4.43192 0.0 0.0 0.0 0.000
H -2.37529 1.46184 2.76030 0.0 0.0 0.0 0.000
H -3.25259 -0.73752 3.48682 0.0 0.0 0.0 0.000
H -3.30095 -3.16714 3.25680 0.0 0.0 0.0 0.000
H -2.49501 -5.23221 2.17745 0.0 0.0 0.0 0.000
H -0.78802 -5.11217 0.38505 0.0 0.0 0.0 0.000
H 0.12531 -2.95702 -0.31434 0.0 0.0 0.0 0.001
H 1.42153 -1.09342 2.15941 0.0 0.0 0.0 0.001
H 3.69701 -1.75042 2.77853 0.0 0.0 0.0 -0.001
H 5.46087 -1.94751 1.05158 0.0 0.0 0.0 0.001
H 4.93273 -1.48757 -1.31067 0.0 0.0 0.0 -0.001
H 3.30963 -0.93920 -3.05235 0.0 0.0 0.0 0.000
H 1.05780 -0.16446 -3.68726 0.0 0.0 0.0 0.001
H -0.66668 -1.82371 -4.26760 0.0 0.0 0.0 0.000
H -1.52804 -4.09983 -4.65316 0.0 0.0 0.0 0.000
H -3.35584 -5.67905 -4.33994 0.0 0.0 0.0 0.000
H -4.54584 -5.44791 -3.05034 0.0 0.0 0.0 0.000
H -2.97544 -6.15946 -2.68903 0.0 0.0 0.0 0.000
H -4.21949 -3.64272 -1.35847 0.0 0.0 0.0 0.000
H -3.34775 -1.35378 -0.96547 0.0 0.0 0.0 0.000
```
Positions in Å, forces in eV/Å.

***

(2)
Formula: C37H33BF19NO12S4
Source: OMol25
Level of theory: wB97M-V/def2-TZVPD

Calculated values
LUMO: -0.43 eV
E: -160598.1902 eV
total charge: 0
SMILES string: COB(O)c1c(S)c(F)c(O)c2c1N(COc1ccccc1)c1cc(CCC(F)(F)C(F)(F)C(F)(F)C(F)(F)C(F)(F)C(F)(F)F)c(CCCC(F)(F)C(F)(F)F)cc1S2.O=S1(=O)OCCO1.O=S1(=O)OCCO1
HOMO-LUMO gap: 7.96 eV

XYZ file:
```
107
Properties=species:S:1:pos:R:3:forces:R:3:mulliken_charge:R:1
C 5.78314 -1.16926 -1.77089 0.9 -0.7 0.2 -0.402
O 5.06613 -0.49686 -2.86044 -0.5 2.2 2.2 -0.471
B 4.62761 0.81931 -2.42218 0.2 -1.2 0.1 0.808
O 4.65313 1.14904 -1.00845 0.5 0.8 -2.8 -0.353
C 4.06250 1.90282 -3.52545 -1.7 1.8 -1.9 -0.191
C 4.99212 2.44783 -4.67602 -3.2 0.4 0.3 -0.201
S 6.74953 1.79940 -4.69079 -1.5 -0.1 -0.4 -0.259
C 4.44161 3.45423 -5.71501 -1.8 -0.9 2.0 0.349
F 5.25057 3.99581 -6.74284 -1.9 -1.4 2.4 -0.299
C 2.93778 3.89326 -5.63187 0.6 -2.1 1.9 -0.069
O 2.31904 4.78934 -6.54553 1.1 -1.5 0.9 -0.522
C 2.03305 3.32902 -4.48752 2.3 -1.5 0.5 0.689
C 2.55207 2.33345 -3.39072 3.3 1.5 -3.6 -0.554
N 1.73722 1.79805 -2.28438 -1.1 1.4 -1.1 1.443
C 1.70490 2.74984 -1.10582 1.8 0.7 -0.4 -0.584
O 0.56843 3.64124 -1.15037 -0.5 -1.4 2.6 -0.337
C -0.28708 3.50895 -0.02242 -3.0 0.7 3.4 0.256
C -0.71394 2.19870 0.67165 -1.0 2.0 1.0 0.592
C -1.70541 2.15287 1.88554 0.8 4.3 -1.8 -0.629
C -2.28904 3.48940 2.39027 1.9 0.2 -2.1 -0.487
C -1.87091 4.85320 1.74974 1.8 -3.5 -2.0 -0.488
C -0.88819 4.84421 0.55762 -0.9 -2.8 1.3 -0.495
C 0.37943 1.40482 -2.70802 -4.2 -2.3 -1.2 -1.626
C -0.20586 0.05680 -2.14958 -1.2 1.6 -1.8 0.101
C -1.58993 -0.51491 -2.52652 0.9 3.6 -1.7 0.520
C -2.21488 -1.89415 -2.02552 -0.1 0.9 -0.1 -0.221
C -1.47897 -2.54899 -0.76212 -0.3 0.7 0.4 -1.134
C -0.31286 -3.57614 -1.11711 -1.1 0.2 -2.5 0.769
F -0.84603 -4.43287 -2.15822 1.3 1.4 2.2 -0.374
F 0.80108 -2.90861 -1.74861 -2.1 -1.6 1.9 -0.195
C 0.12625 -4.55836 0.06511 -1.5 -1.8 -0.6 0.405
F 0.79629 -5.69777 -0.48631 -1.1 3.0 1.7 -0.278
F -1.09226 -5.09193 0.62418 2.6 1.4 -1.3 -0.309
C 0.90939 -3.87695 1.28276 0.1 -1.1 2.4 0.561
F 0.47015 -2.57308 1.62676 0.9 -2.6 -1.3 -0.212
F 0.61728 -4.69096 2.43655 0.6 2.0 -2.6 -0.320
C 2.53273 -3.94188 1.15328 0.2 -2.4 0.0 0.334
F 2.99537 -3.89522 -0.17804 -1.0 0.5 3.1 -0.227
F 2.87668 -5.25438 1.63762 -0.6 3.1 -1.2 -0.301
C 3.26356 -2.91370 2.14082 2.1 -1.3 1.2 0.654
F 4.62502 -3.36780 2.25193 -2.9 1.0 -0.4 -0.300
F 2.73375 -3.02194 3.46574 1.0 0.5 -3.6 -0.290
C 3.33582 -1.39455 1.63219 -0.6 3.6 1.0 0.626
F 4.65711 -0.87175 1.55368 -3.6 -1.8 -0.3 -0.233
F 2.64666 -1.12778 0.43651 1.9 -1.1 2.7 -0.027
F 2.68952 -0.60358 2.64217 1.5 -1.9 -2.5 -0.319
C -2.46504 0.35202 -3.49964 2.6 0.9 0.4 -0.066
C -3.93438 -0.10090 -3.92824 0.2 1.6 0.3 -1.121
C -5.02273 0.86254 -3.17393 -0.8 -0.6 -1.2 -0.477
C -5.67176 0.16390 -1.88356 0.5 -0.5 -0.3 -0.943
C -5.23994 0.77465 -0.47477 -1.5 1.0 0.2 0.890
F -4.40463 1.91476 -0.53195 -1.7 -2.5 0.0 -0.239
F -6.46382 1.21074 0.17232 2.4 -0.8 -1.0 -0.337
C -4.55909 -0.26107 0.54884 0.4 1.2 2.1 0.540
F -3.15702 -0.15629 0.39047 -3.3 -1.2 0.3 -0.072
F -4.83640 0.20383 1.88194 0.8 -1.4 -3.0 -0.301
F -5.05739 -1.57835 0.47986 1.6 3.0 -0.1 -0.275
C -1.93607 1.70690 -4.09682 2.4 -1.9 2.3 -0.595
C -0.52158 2.20664 -3.71368 0.1 -2.7 1.8 0.575
S 0.23309 3.79398 -4.35604 0.7 -1.7 -0.1 -0.258
H 6.62200 -0.46588 -1.45019 -1.2 -1.1 0.0 0.235
H 6.29611 -2.14266 -2.12436 -1.1 1.6 0.1 0.287
H 5.09149 -1.45665 -0.90027 1.0 0.7 -1.3 -0.066
H 4.78325 2.13200 -0.98500 -0.4 -1.2 0.2 0.283
H 6.56345 0.44074 -4.99608 -0.3 1.4 0.3 0.185
H 2.22963 4.39083 -7.44094 0.3 0.1 0.9 0.324
H 2.64096 3.41840 -1.24848 -1.5 -1.0 0.3 0.406
H 1.85913 2.20724 -0.11517 -0.8 0.6 -1.3 0.290
H -0.31423 1.19605 0.31412 -0.5 1.6 0.4 0.037
H -2.02400 1.16677 2.36172 0.6 1.6 -0.9 0.375
H -3.04076 3.52082 3.25684 1.3 -0.2 -1.5 0.319
H -2.25042 5.86719 2.10432 0.5 -1.8 -0.4 0.328
H -0.58204 5.82619 0.07393 -0.4 -1.5 0.7 0.333
H 0.47169 -0.49931 -1.42081 -1.0 0.8 -1.2 0.237
H -3.29269 -1.65309 -1.67964 1.8 -0.5 -0.5 -0.298
H -2.33259 -2.58428 -2.92928 0.4 0.7 1.4 0.665
H -2.30741 -3.04249 -0.12320 1.7 0.4 -1.1 0.496
H -1.07905 -1.67368 -0.12243 -0.4 -1.6 -1.0 0.193
H -4.18282 -1.19163 -3.71034 0.5 1.5 -0.4 0.350
H -4.07346 0.11393 -5.04705 0.4 -0.5 1.6 0.470
H -5.88081 0.97785 -3.94395 1.3 -0.1 1.4 0.338
H -4.61123 1.91137 -3.00956 -0.4 -1.6 0.1 0.411
H -5.35727 -0.94993 -1.92150 -0.5 1.8 0.3 0.350
H -6.82326 0.14906 -1.96953 1.9 0.3 0.5 0.413
H -2.55003 2.35073 -4.82074 0.9 -1.3 1.2 0.310
O -8.34014 -1.27911 7.10035 0.1 0.9 -0.6 -0.534
S -8.00491 -0.30331 6.10639 0.0 -0.1 0.1 1.098
O -7.95110 1.09987 6.38288 0.0 -1.1 0.0 -0.522
O -8.96384 -0.54243 4.81890 0.5 -0.2 0.7 -0.335
C -8.16150 -0.79526 3.66503 0.4 0.3 -0.5 -0.263
C -6.88575 -1.43231 4.19399 -0.2 -0.6 -0.2 -0.084
O -6.60489 -0.74339 5.41206 -0.6 0.6 0.1 -0.322
H -7.95246 0.16185 3.17866 0.0 -0.1 0.0 0.272
H -8.69023 -1.44736 2.96878 -0.1 0.0 0.3 0.323
H -6.05359 -1.33647 3.49670 0.0 0.2 0.2 0.047
H -7.04115 -2.48902 4.43157 0.0 0.0 -0.1 0.323
O 8.53696 -1.39004 6.53219 -0.8 0.7 0.0 -0.535
S 7.40373 -0.58154 6.19343 0.1 0.0 0.0 1.083
O 7.11716 0.66327 6.83902 0.5 -0.9 -0.4 -0.532
O 6.07828 -1.51635 6.25647 0.8 0.2 -0.2 -0.361
C 5.42919 -1.51286 4.98470 -0.4 0.3 -0.4 -0.216
C 6.53627 -1.27672 3.96861 0.0 -0.6 -0.1 0.104
O 7.41387 -0.33667 4.58864 -0.3 0.2 0.8 -0.353
H 4.70300 -0.69465 4.97481 0.0 0.0 -0.1 0.304
H 4.91166 -2.45824 4.81869 0.2 0.0 0.3 0.197
H 6.15898 -0.88604 3.02666 0.3 0.2 0.3 -0.016
H 7.10202 -2.19434 3.78089 -0.1 0.0 0.0 0.333
```
Positions in Å, forces in eV/Å.

***

(3)
Formula: C37H33F2InNO22
Source: OMol25
Level of theory: wB97M-V/def2-TZVPD

Calculated values
LUMO: -0.07 eV
E: -96046.6626 eV
total charge: -1
HOMO-LUMO gap: 5.04 eV

XYZ file:
```
96
Properties=species:S:1:pos:R:3:forces:R:3:mulliken_charge:R:1
C -0.39384 2.05303 1.40806 -0.1 -0.4 0.3 -1.216
C 0.72586 1.20166 1.97941 0.1 0.6 -0.8 -0.122
C 1.12710 0.06093 1.06837 -0.3 -0.7 0.3 -0.012
C 0.33242 -1.26300 1.21257 -0.1 0.7 0.1 -0.085
C 1.22851 -2.27291 1.92592 -0.9 0.3 0.2 -1.390
In -1.57281 -1.21036 2.37626 0.7 -0.8 0.7 0.808
N -3.26448 -0.52630 1.06964 -0.7 0.0 1.1 -0.150
C -4.12085 -1.55882 0.74275 -0.4 -0.8 0.4 0.297
O -4.67239 -2.37170 1.44058 0.5 0.9 -0.9 -0.506
F -4.32504 -1.63649 -0.60521 0.1 -0.1 -0.1 -0.213
C -4.01969 0.50251 1.59917 -0.9 0.9 -1.8 0.649
O -4.74133 1.24879 0.96577 0.5 -0.8 1.0 -0.547
F -3.92231 0.68181 2.92593 0.3 0.1 0.0 -0.241
H -0.09527 2.45395 0.44905 0.1 0.3 -0.3 0.346
H -1.29871 1.48466 1.22649 -0.3 -0.2 0.0 -0.032
H -0.62630 2.86468 2.08591 -0.2 0.3 0.1 0.404
H 1.57881 1.86250 2.06867 0.3 0.2 0.2 0.340
H 0.51094 0.84729 2.97435 -0.2 -0.2 0.3 0.260
H 1.09465 0.37250 0.03008 0.0 0.3 -0.3 0.300
H 2.16560 -0.16581 1.30166 0.4 -0.1 -0.2 -0.379
H 0.09141 -1.61932 0.21670 -0.1 -0.2 -0.3 0.527
H 1.46275 -1.84895 2.89964 0.3 -0.1 0.3 0.318
H 2.15622 -2.43746 1.39578 0.2 -0.3 -0.1 0.237
H 0.68124 -3.19094 2.10958 0.1 -0.4 0.0 0.436
H -1.51065 -0.32015 3.90293 0.0 0.1 -0.3 -0.435
H -1.96954 -2.90695 2.77240 0.0 0.2 -0.2 -0.443
C -6.78171 0.07866 -4.03940 0.0 0.0 -0.3 -1.008
C -6.22532 0.68003 -2.97444 -0.3 -0.3 0.0 0.384
C -4.91930 1.41770 -3.07532 0.2 -0.1 -0.3 0.970
O -4.51163 1.95349 -2.07327 0.2 0.3 0.2 -0.584
C -4.23515 1.43549 -4.36235 0.1 0.1 0.2 -0.867
C -4.79012 0.83176 -5.41403 0.2 0.1 0.1 0.455
C -6.11104 0.12456 -5.32340 -0.4 -0.1 0.4 1.021
O -6.54986 -0.38245 -6.34298 0.1 0.0 -0.2 -0.669
O -4.22250 0.81178 -6.62183 0.0 0.0 0.0 -0.580
O -6.76537 0.67350 -1.77249 0.1 0.2 0.0 -0.597
H -7.72072 -0.45238 -3.98046 0.0 0.0 0.0 0.432
H -3.28830 1.95143 -4.42171 0.0 0.0 0.0 0.346
H -4.83676 0.31320 -7.19060 -0.1 -0.1 -0.1 0.355
H -6.14669 1.15410 -1.18079 0.1 -0.1 0.2 0.315
C -2.94766 -7.26557 -2.59949 0.2 0.0 0.0 -1.048
C -4.26401 -7.05793 -2.70622 0.2 -0.2 -0.1 0.265
C -4.95863 -5.94011 -1.97800 0.2 0.4 0.4 1.092
O -6.15832 -5.82380 -2.15438 -0.2 -0.2 -0.2 -0.650
C -4.17023 -5.08156 -1.11775 -0.3 0.0 -0.1 -0.758
C -2.84838 -5.28850 -1.00564 -0.3 0.2 0.1 0.155
C -2.14915 -6.39141 -1.75248 -0.2 -0.3 -0.3 0.901
O -0.94687 -6.50890 -1.61610 0.1 0.1 0.1 -0.644
O -2.07505 -4.54476 -0.23919 0.1 0.0 0.0 -0.329
O -5.06138 -7.80987 -3.45600 -0.1 0.0 0.0 -0.584
H -2.44022 -8.06483 -3.12072 0.0 0.0 0.0 0.414
H -4.67927 -4.28886 -0.58530 0.1 0.0 0.0 0.454
H -1.16940 -4.89061 -0.32900 0.1 0.0 0.1 0.328
H -5.95312 -7.42913 -3.34607 -0.1 0.1 0.0 0.373
C 2.77602 1.62828 6.24554 -0.1 -0.1 -0.2 -1.140
C 3.37984 2.16832 7.31055 -0.3 -0.1 -0.1 0.360
C 4.72617 2.82853 7.21464 0.3 0.1 -0.4 1.010
O 5.19759 3.31003 8.22899 -0.1 0.0 0.2 -0.650
C 5.39374 2.85459 5.92473 0.0 0.1 0.2 -0.908
C 4.79254 2.31268 4.85802 0.3 0.2 0.1 0.313
C 3.43531 1.67303 4.94928 -0.3 -0.1 0.4 0.928
O 2.95934 1.22016 3.92967 0.3 -0.1 -0.1 -0.407
O 5.33385 2.29401 3.64937 -0.1 0.0 -0.1 -0.630
O 2.84580 2.16713 8.52657 0.1 0.0 0.0 -0.590
H 1.80636 1.15241 6.30150 0.0 0.0 0.0 0.515
H 6.36850 3.31791 5.87035 0.0 0.0 0.0 0.450
H 4.68224 1.84785 3.07394 -0.1 0.0 -0.1 0.340
H 3.48861 2.62207 9.09961 0.1 0.1 0.1 0.349
C 5.63174 -1.08593 2.97296 -0.1 0.0 -0.1 -0.955
C 6.83811 -0.74414 3.43935 -0.3 0.0 0.1 0.318
C 8.06552 -0.78157 2.57300 0.1 -0.1 -0.5 0.966
O 9.12241 -0.43919 3.07021 0.0 0.1 0.2 -0.649
C 7.92692 -1.22543 1.19594 0.2 0.1 0.1 -0.972
C 6.71961 -1.56900 0.72729 0.3 0.0 -0.1 0.293
C 5.48868 -1.50965 1.58761 -0.1 0.2 0.6 0.925
O 4.42646 -1.81393 1.09047 0.1 -0.1 -0.4 -0.523
O 6.51245 -1.98083 -0.51320 -0.1 0.0 0.0 -0.601
O 7.04652 -0.34684 4.68887 0.1 0.0 0.0 -0.565
H 4.73932 -1.06041 3.58415 0.0 0.0 0.0 0.573
H 8.81855 -1.26196 0.58656 0.0 0.0 0.0 0.428
H 5.55406 -2.15542 -0.58082 -0.1 0.0 0.0 0.365
H 8.00017 -0.15814 4.75334 0.1 0.0 0.0 0.352
C -1.01150 5.74359 -4.31954 -0.2 -0.1 -0.1 -1.087
C 0.30703 5.97056 -4.29246 -0.3 0.1 0.1 0.357
C 1.27750 5.11978 -5.06261 -0.1 -0.4 -0.3 1.063
O 2.45768 5.40821 -4.99933 0.1 0.2 0.1 -0.633
C 0.75679 4.00617 -5.83562 0.2 0.1 0.0 -0.876
C -0.56227 3.77414 -5.86168 0.2 -0.2 -0.1 0.365
C -1.53508 4.64206 -5.10997 0.1 0.3 0.3 1.064
O -2.71606 4.37408 -5.19953 -0.1 -0.2 -0.1 -0.619
O -1.10360 2.77714 -6.54537 -0.1 0.1 0.0 -0.571
O 0.85925 6.95346 -3.59476 0.1 0.0 0.0 -0.583
H -1.71748 6.34908 -3.76961 0.0 0.0 0.0 0.433
H 1.46467 3.39155 -6.37280 0.0 0.0 0.0 0.429
H -2.06808 2.82886 -6.40492 -0.1 0.0 0.0 0.304
H 1.81862 6.88656 -3.75327 0.1 0.0 0.0 0.363
```
Positions in Å, forces in eV/Å.